DFT (the ωB97M-V functional and the def2-TZVPD basis) results for an isolated ion of composition C17H31F3N5O2S and charge +1.

```
59
Properties=species:S:1:pos:R:3:forces:R:3
C -2.5822 4.9352 -1.6837 -0.023 0.027 -0.074
C -1.4907 4.8007 -2.7355 -0.052 0.352 0.154
S -0.3492 3.3945 -2.5351 -0.149 -0.273 -0.092
C -0.5476 2.9151 -0.7832 0.155 0.298 -0.113
N 0.1951 1.6882 -0.5811 -0.079 -0.314 0.162
C 1.5627 1.8093 -0.0434 0.080 0.254 -0.053
C 1.6641 1.5789 1.4750 -0.004 0.109 -0.100
C 2.7006 0.5305 1.8958 -0.121 0.019 0.276
C 2.1097 -0.8536 2.2124 -0.098 0.356 0.161
N 2.0112 -1.0923 3.6585 0.725 -0.985 -0.353
C 1.1103 -2.2258 3.9451 -0.355 0.421 0.172
C 3.2350 -1.3129 4.3549 -0.445 0.267 0.724
C 4.5573 -1.1863 3.6383 0.093 -0.094 0.154
O 3.2000 -1.6113 5.5324 0.038 0.004 -0.646
C -0.2396 0.4642 -0.8816 -0.447 -0.086 -0.215
N 0.5388 -0.6308 -0.7175 -0.336 -0.086 -0.202
C -0.1750 -1.6599 -1.1385 -0.216 0.395 -0.155
C 0.3550 -3.0480 -1.1443 0.148 -0.108 0.117
C 0.4631 -3.6377 0.2836 -0.104 0.025 -0.210
N -1.4046 -1.2691 -1.5487 0.685 -0.110 0.394
C -2.4872 -2.0688 -2.0356 -0.077 -0.029 -0.188
O -2.6870 -1.7372 -3.4052 -0.028 0.068 0.054
C -3.9299 -2.0224 -3.8972 0.251 -0.101 0.602
F -4.8695 -1.2749 -3.2991 -0.123 0.156 0.129
F -3.9228 -1.7673 -5.1670 -0.033 0.138 -0.794
F -4.2544 -3.2959 -3.6820 -0.029 -0.242 0.027
N -1.4591 0.1106 -1.3797 0.334 -0.105 0.113
C -2.6689 0.8652 -1.6784 -0.064 0.252 0.116
H -3.2521 5.7442 -1.9762 0.011 -0.008 0.015
H -3.1868 4.0318 -1.5992 -0.029 -0.024 0.013
H -2.1796 5.1909 -0.7043 -0.002 -0.050 0.031
H -0.8923 5.7100 -2.7592 0.007 -0.001 0.000
H -1.9483 4.6903 -3.7175 0.120 -0.129 -0.040
H -1.5895 2.8308 -0.4944 -0.037 -0.130 -0.046
H -0.0943 3.6672 -0.1408 -0.058 -0.046 0.061
H 1.8619 2.8293 -0.2812 0.069 -0.059 -0.095
H 2.2185 1.1475 -0.6037 -0.034 -0.088 0.050
H 0.6758 1.3164 1.8599 0.024 -0.068 0.063
H 1.9166 2.5323 1.9409 -0.018 -0.010 0.004
H 3.4910 0.4578 1.1476 0.006 0.001 -0.043
H 3.1694 0.8993 2.8060 0.065 -0.015 -0.044
H 2.6583 -1.6518 1.7016 -0.011 -0.059 -0.047
H 1.0846 -0.8760 1.8399 0.082 -0.089 -0.054
H 1.5391 -3.1783 3.6165 0.023 -0.027 -0.011
H 0.1670 -2.0707 3.4223 -0.034 0.046 0.009
H 0.9079 -2.2756 5.0103 0.073 -0.029 -0.022
H 4.5597 -1.6539 2.6552 -0.050 0.086 -0.066
H 5.2902 -1.6888 4.2648 0.016 0.087 -0.004
H 4.8445 -0.1415 3.5378 0.055 -0.003 -0.051
H 1.3515 -2.9698 -1.5803 -0.036 0.024 -0.025
H -0.2217 -3.7017 -1.7951 -0.004 0.049 -0.035
H 1.4197 -4.1418 0.4009 -0.028 0.006 0.059
H 0.3884 -2.8531 1.0353 0.071 -0.102 0.003
H -0.3222 -4.3707 0.4580 -0.045 0.051 0.069
H -2.1792 -3.1080 -1.9605 0.016 -0.001 0.161
H -3.3945 -1.9192 -1.4482 0.001 0.126 -0.038
H -2.4105 1.7115 -2.3115 0.023 -0.024 -0.035
H -3.3592 0.2355 -2.2218 -0.011 -0.040 -0.053
H -3.1494 1.2079 -0.7623 0.011 -0.079 0.010
```
Positions in Å, forces in eV/Å.

Summary:
- E (eV) = -48659.0707
- structure (SMILES) = CCSCN(CCCCN(C)C(C)=O)c1nc(CC)n(COC(F)(F)F)[n+]1C
- charge = +1

***

DFT (the ωB97M-V functional and the def2-TZVPD basis) results for C17H31KN3O3 as an isolated structure.

```
55
Properties=species:S:1:pos:R:3:forces:R:3
K -1.0446 -0.1241 -0.2883 -1.814 0.401 -0.223
C 3.5659 -2.8400 -2.1934 -0.072 -0.018 0.021
N 2.2547 -2.2791 -2.4768 0.063 -0.018 -0.122
C 1.8045 -2.4248 -3.8554 -0.013 0.017 0.054
C 1.4327 -1.7437 -1.5622 0.057 -0.016 -0.028
O 0.3160 -1.3089 -1.8283 0.652 -0.523 -0.549
C 1.9450 -1.6687 -0.1229 -0.035 -0.023 -0.043
O 0.9127 -1.1171 0.6604 0.738 -0.357 0.394
C 1.2280 -1.0874 2.0325 0.006 0.019 0.014
C 0.0353 -0.4880 2.7803 0.033 0.006 -0.006
O -0.9598 -0.1268 2.1583 0.191 -0.039 0.628
N 0.1500 -0.3926 4.1137 -0.082 0.027 0.152
C 1.3386 -0.7252 4.8793 0.057 0.019 0.018
C -0.9320 0.1933 4.8954 0.021 -0.005 -0.074
H 4.2753 -2.4760 -2.9363 0.023 0.018 0.026
H 3.5389 -3.9304 -2.2551 0.008 0.009 0.029
H 3.9234 -2.5495 -1.2106 0.023 -0.014 -0.020
H 2.5636 -2.0285 -4.5298 -0.003 0.028 0.009
H 0.8758 -1.8799 -3.9837 -0.003 -0.022 -0.029
H 1.6477 -3.4790 -4.0923 -0.022 0.007 0.008
H 2.8400 -1.0358 -0.0768 0.030 -0.048 0.024
H 2.2056 -2.6730 0.2316 0.034 0.027 0.027
H 2.1200 -0.4735 2.2071 0.023 -0.049 0.019
H 1.4230 -2.1022 2.3995 0.048 0.020 0.004
H 2.0568 -1.2957 4.2984 -0.027 0.010 0.009
H 1.0535 -1.3220 5.7461 -0.001 -0.030 -0.027
H 1.8240 0.1837 5.2437 0.013 -0.015 -0.029
H -1.7876 0.3586 4.2500 -0.006 0.017 0.022
H -0.6102 1.1418 5.3302 -0.015 0.002 -0.016
H -1.2055 -0.4846 5.7043 -0.005 -0.006 -0.013
C 1.4192 1.9755 -2.3633 -0.058 -0.023 0.048
C 0.0473 2.1750 -1.7760 0.069 0.160 -0.116
C -1.0885 1.8395 -2.5065 0.014 0.130 -0.091
C -2.3653 2.0337 -1.9874 -0.072 0.119 -0.087
C -3.5835 1.6873 -2.8020 0.069 -0.032 0.056
C -2.4926 2.5675 -0.7078 0.020 0.079 -0.011
C -1.3751 2.9133 0.0477 -0.035 0.090 0.006
C -1.5327 3.5045 1.4222 0.011 -0.096 -0.011
C -0.1118 2.7050 -0.4988 0.049 0.145 -0.034
H 1.4018 2.1102 -3.4440 0.025 -0.008 -0.002
H 1.7742 0.9611 -2.1640 0.039 0.015 -0.029
H 2.1349 2.6784 -1.9387 0.013 -0.010 -0.003
H -0.9771 1.4505 -3.5130 0.002 -0.016 0.012
H -3.8361 0.6306 -2.6840 -0.044 0.010 -0.034
H -3.4081 1.8694 -3.8613 -0.012 -0.018 -0.006
H -4.4443 2.2761 -2.4894 -0.015 -0.021 0.001
H -3.4821 2.7587 -0.3062 -0.002 -0.029 0.000
H -1.5612 2.7079 2.1704 0.000 0.034 0.024
H -2.4591 4.0717 1.5002 0.000 -0.003 0.015
H -0.7021 4.1671 1.6623 0.001 -0.006 0.014
H 0.7651 3.0048 0.0665 0.002 -0.017 -0.001
N -3.0325 -2.2739 0.1024 0.007 0.069 -0.038
H -3.8785 -2.1747 -0.4480 -0.017 -0.028 0.014
H -3.3175 -2.2503 1.0755 0.007 0.010 0.003
H -2.6854 -3.2096 -0.0758 0.004 0.001 -0.008
```
Positions in Å, forces in eV/Å.

Summary:
- energy above the lowest of the compared OMol25 structures with the same formula, charge and spin (kJ/mol) = 27.8
- charge = +1

***

DFT (the ωB97M-V functional and the def2-TZVPD basis) results for a 3-piece molecular cluster, C17H31NO10S2 overall.

```
61
Properties=species:S:1:pos:R:3:forces:R:3
C 3.3344 -2.0208 -1.0353 -0.564 -0.668 -0.613
C 2.4533 -2.3085 -2.3966 0.021 0.631 0.865
O 3.2030 -3.2060 -3.3366 -2.392 -0.532 1.179
C 2.1380 -0.8296 -3.1104 2.054 -1.157 -0.837
O 0.7842 -0.7401 -3.6685 0.012 0.085 3.376
C -0.2193 -0.3005 -2.6983 -2.531 2.428 -2.924
O 0.1256 -0.0523 -1.2945 -3.253 0.239 0.326
C -1.2006 0.1541 -0.6256 -0.821 1.251 2.285
O -1.4407 0.9510 0.4218 1.736 -5.836 -7.417
O -2.1535 -0.7543 -1.3362 2.167 3.109 1.081
C -1.6561 -1.1476 -2.6891 2.326 -1.229 1.473
C -1.2656 -2.7433 -2.5371 0.179 -0.162 -0.852
C -2.5466 -3.7648 -2.6664 1.026 -0.218 0.659
C -3.1410 -4.1283 -1.1823 -4.939 -3.852 0.909
N -2.6203 -3.5855 0.1330 -0.273 -2.271 -2.117
O -4.2083 -4.9695 -1.1409 6.229 5.154 -0.199
H 2.7049 -1.3669 -0.2757 1.344 -1.280 -1.678
H 3.5372 -3.0740 -0.5435 -0.099 2.289 -0.928
H 4.3218 -1.4750 -1.3640 -1.872 -1.153 0.878
H 1.4820 -2.8923 -2.1037 1.638 1.518 -0.510
H 2.6442 -4.0592 -3.3985 1.490 2.156 0.101
H 2.4619 0.0776 -2.4362 -1.098 -1.821 -1.095
H 2.8794 -0.7999 -4.0465 -1.812 -0.069 1.947
H -0.5675 0.7387 -3.1677 0.905 -1.779 1.274
H -2.4591 -0.8369 -3.5070 1.983 -0.709 1.824
H -0.4696 -3.0857 -3.3584 -1.826 1.177 1.579
H -0.6796 -2.8407 -1.5048 -1.524 0.197 -2.162
H -2.1459 -4.7841 -3.1415 -1.012 2.137 1.301
H -3.3785 -3.3799 -3.4302 1.690 -0.727 2.116
H -3.0726 -4.1301 0.9112 0.246 0.671 -1.325
H -1.5952 -3.7382 0.2594 -1.037 0.486 -0.467
C -0.5544 0.9013 5.1091 0.118 0.242 -0.037
C -1.9030 0.8948 4.3909 -0.225 0.256 0.110
C -1.9152 -0.3080 3.4489 -0.390 0.330 -0.368
S -0.8298 -1.5251 4.1786 -0.293 -0.223 0.161
O 0.3112 -1.7067 3.3061 -0.277 -0.253 0.162
O -1.6201 -2.6388 4.6639 0.505 0.098 -0.381
C -0.3250 -0.5309 5.5686 0.268 0.284 0.447
H -0.5460 1.5997 5.9510 0.032 -0.105 -0.114
H 0.2352 1.2026 4.4104 -0.060 -0.055 0.113
H -2.7085 0.7940 5.1284 0.122 0.019 -0.087
H -2.0743 1.8269 3.8433 -0.003 -0.176 0.054
H -2.9184 -0.7298 3.3481 0.272 -0.108 -0.059
H -1.5193 -0.0484 2.4632 -0.033 -0.146 0.192
H 0.7164 -0.7401 5.8192 -0.145 -0.157 -0.091
H -0.9738 -0.7822 6.4130 0.077 -0.054 -0.154
C 1.7712 3.7879 0.4802 0.219 -0.078 0.102
C 1.6706 5.3095 0.3840 0.004 0.157 0.343
C 1.5562 5.6690 -1.0964 0.291 0.657 0.176
S 0.7879 4.2666 -1.8932 -0.417 -0.102 -0.023
O 1.7441 3.6736 -2.8043 -0.395 0.142 0.010
O -0.5541 4.6279 -2.3043 0.555 -0.229 -0.230
C 0.6862 3.2441 -0.4373 0.009 -0.287 0.386
H 1.6419 3.4365 1.5080 0.022 0.012 -0.162
H 2.7576 3.4599 0.1311 -0.127 -0.008 0.053
H 0.7744 5.6501 0.9167 0.120 -0.059 -0.080
H 2.5328 5.8020 0.8444 -0.152 -0.041 -0.083
H 0.9373 6.5570 -1.2481 0.089 -0.219 -0.181
H 2.5402 5.8188 -1.5491 -0.195 -0.101 -0.044
H 0.8353 2.1967 -0.7051 -0.108 0.194 -0.107
H -0.3065 3.3836 0.0010 0.118 -0.051 -0.155
```
Positions in Å, forces in eV/Å.

Summary:
- E (eV) = -61760.1817
- structure (SMILES) = C[C@H](O)CO[C@@H]1OC(=O)O[C@@H]1CCC(N)=O.O=S1(=O)CCCC1.O=S1(=O)CCCC1
- charge = 0